Record 1
DFT (ωB97M-V/def2-TZVPD) results for a 6-piece molecular cluster, H12O6 overall at a distorted geometry.

Last column: Mulliken charge in e.
Element x y z (Å)
H (2.163, 0.261, -0.561)  0.32
H (1.623, 0.324, 0.859)  0.30
H (3.557, -1.437, 0.655)  0.34
H (4.270, -0.296, 1.362)  0.29
H (-2.034, -3.460, -1.429)  0.31
H (-1.441, -2.087, -1.157)  0.31
H (-0.848, 0.298, -1.619)  0.25
H (-0.534, 0.880, -0.251)  0.31
H (-3.982, 0.933, 1.595)  0.30
H (-2.758, 0.035, 1.667)  0.31
H (0.437, 2.656, -1.378)  0.31
H (0.004, 3.351, -0.098)  0.30
O (1.657, -0.248, 0.083)  -0.63
O (4.424, -1.029, 0.756)  -0.62
O (-1.913, -2.810, -0.728)  -0.60
O (-0.730, 0.048, -0.696)  -0.55
O (-3.717, 0.006, 1.579)  -0.62
O (-0.179, 2.576, -0.641)  -0.64

Properties
LUMO level: -0.18 eV
Frontier orbital gap: 10.19 eV
Relative energy (zero: lowest compared OMol25 entry of this formula, charge and spin): 201.6 kJ/mol
Largest force on an atom: 1.15 eV/Å
Molecular weight: 108.1 g mol⁻¹
HOMO level: -10.379 eV
Structure (SMILES): O.O.O.O.O.O

Record 2
DFT (ωB97M-V/def2-TZVPD) results for a 6-piece molecular cluster, H12O6 overall at a distorted geometry.

Last column: Mulliken charge in e.
Element x y z (Å)
H (1.687, 0.569, -0.809)  0.44
H (1.020, 1.574, -1.984)  0.30
H (-0.300, 1.563, -0.192)  0.41
H (-1.632, 1.350, 0.506)  0.38
H (0.116, 0.125, 1.282)  0.39
H (0.552, -0.648, 2.489)  0.36
H (-0.175, -0.875, -1.337)  0.36
H (-0.184, -1.686, -0.016)  0.38
H (2.248, -0.397, 0.786)  0.38
H (3.341, -0.944, -0.091)  0.36
H (-2.312, -0.900, -0.275)  0.39
H (-3.658, -0.184, -0.675)  0.32
O (0.831, 0.856, -1.271)  -0.78
O (-0.764, 1.679, 0.707)  -0.78
O (0.548, -0.733, 1.404)  -0.76
O (-0.637, -1.542, -0.875)  -0.71
O (2.779, -0.077, 0.037)  -0.72
O (-2.845, -0.127, 0.037)  -0.71

Properties
LUMO level: 0.34 eV
Frontier orbital gap: 11.11 eV
Relative energy (zero: lowest compared OMol25 entry of this formula, charge and spin): 129.2 kJ/mol
Largest force on an atom: 5.41 eV/Å
Molecular weight: 108.1 g mol⁻¹
HOMO level: -10.771 eV
Structure (SMILES): O.O.O.O.O.O

Record 3
DFT (ωB97M-V/def2-TZVPD) results for a 6-piece molecular cluster, H12O6 overall.

Last column: Mulliken charge in e.
Element x y z (Å)
O (-3.249, -10.073, 12.503)  -0.65
H (-2.292, -10.093, 12.520)  0.32
H (-3.503, -10.962, 12.257)  0.32
O (-7.409, -15.678, 15.227)  -0.63
H (-7.832, -15.224, 15.956)  0.32
H (-7.568, -16.606, 15.397)  0.32
O (-4.976, -17.461, 7.837)  -0.63
H (-5.262, -17.133, 6.984)  0.32
H (-4.487, -18.259, 7.635)  0.32
O (0.407, -14.582, 13.257)  -0.64
H (-0.550, -14.601, 13.294)  0.32
H (0.638, -15.287, 12.652)  0.32
O (-4.727, -14.225, 11.504)  -0.65
H (-5.386, -14.414, 12.172)  0.32
H (-4.968, -14.782, 10.764)  0.32
O (-7.851, -12.397, 7.425)  -0.64
H (-8.380, -11.709, 7.020)  0.32
H (-6.989, -11.997, 7.545)  0.32

Properties
LUMO level: 0.63 eV
Frontier orbital gap: 11.91 eV
Relative energy (zero: lowest compared OMol25 entry of this formula, charge and spin): 168.9 kJ/mol
Largest force on an atom: 0.32 eV/Å
Molecular weight: 108.1 g mol⁻¹
HOMO level: -11.283 eV
Structure (SMILES): O.O.O.O.O.O

Record 4
DFT (ωB97M-V/def2-TZVPD) results for a 6-piece molecular cluster, H12O6 overall at a distorted geometry.

Last column: Mulliken charge in e.
Element x y z (Å)
H (1.139, 0.022, -0.210)  0.29
H (1.594, 0.855, 0.977)  0.26
H (-2.906, 0.533, -3.663)  0.30
H (-2.627, -0.191, -2.356)  0.32
H (0.693, -1.510, -0.366)  0.32
H (1.550, -1.178, 0.845)  0.29
H (-3.585, 2.623, 1.405)  0.32
H (-2.364, 2.522, 2.305)  0.31
H (-0.801, 0.436, 0.781)  0.37
H (-0.552, 0.895, -0.646)  0.40
H (4.408, -2.161, -0.304)  0.30
H (4.665, -1.476, 1.028)  0.30
O (0.892, 0.788, 0.319)  -0.65
O (-2.187, 0.275, -3.076)  -0.62
O (1.079, -1.906, 0.423)  -0.59
O (-3.228, 2.124, 2.148)  -0.63
O (-0.714, 0.104, -0.119)  -0.72
O (4.006, -1.556, 0.330)  -0.57

Properties
LUMO level: 0.47 eV
Frontier orbital gap: 9.26 eV
Relative energy (zero: lowest compared OMol25 entry of this formula, charge and spin): 480.7 kJ/mol
Largest force on an atom: 9.77 eV/Å
Molecular weight: 108.1 g mol⁻¹
HOMO level: -8.785 eV
Structure (SMILES): O.O.O.O.O.O

Record 5
DFT (ωB97M-V/def2-TZVPD) results for a 6-piece molecular cluster, H12O6 overall at a distorted geometry.

Last column: Mulliken charge in e.
Element x y z (Å)
O (2.747, 1.253, 0.331)  -0.73
H (2.074, 1.614, -0.271)  0.45
H (3.011, 2.015, 0.878)  0.31
O (-0.651, -2.655, -0.009)  -0.67
H (-0.324, -3.545, 0.116)  0.32
H (-0.002, -2.070, 0.289)  0.37
O (0.926, -0.674, 0.961)  -0.84
H (0.720, -0.646, 1.885)  0.29
H (1.677, -0.039, 0.819)  0.35
O (-2.494, -1.025, -0.895)  -0.74
H (-1.791, -1.683, -0.723)  0.43
H (-3.259, -1.304, -0.402)  0.32
O (-1.228, 0.873, 0.421)  -0.78
H (-0.477, 0.308, 0.464)  0.40
H (-1.784, 0.353, -0.164)  0.51
O (0.681, 2.265, -0.898)  -0.70
H (-0.158, 1.977, -0.471)  0.41
H (0.461, 2.724, -1.708)  0.28

Properties
LUMO level: 0.71 eV
Frontier orbital gap: 11.56 eV
Relative energy (zero: lowest compared OMol25 entry of this formula, charge and spin): 40.3 kJ/mol
Largest force on an atom: 2.82 eV/Å
Molecular weight: 108.1 g mol⁻¹
HOMO level: -10.851 eV
Structure (SMILES): O.O.O.O.O.O

Record 6
DFT (ωB97M-V/def2-TZVPD) results for a 6-piece molecular cluster, H12O6 overall at a distorted geometry.

Last column: Mulliken charge in e.
Element x y z (Å)
O (-0.405, -2.871, 0.828)  -0.60
H (0.169, -2.944, 0.049)  0.31
H (-1.034, -3.528, 0.497)  0.30
O (-1.791, 0.880, 1.262)  -0.64
H (-2.505, 1.333, 1.704)  0.31
H (-1.851, -0.081, 1.177)  0.33
O (1.585, -0.599, 2.550)  -0.63
H (1.003, 0.183, 2.642)  0.32
H (0.827, -1.211, 2.436)  0.30
O (-2.408, 1.993, -1.596)  -0.63
H (-1.919, 1.894, -0.758)  0.32
H (-1.564, 2.117, -2.065)  0.31
O (3.044, 1.264, -1.502)  -0.67
H (3.396, 1.015, -0.646)  0.34
H (2.682, 0.483, -1.926)  0.33
O (0.443, -0.300, -1.510)  -0.59
H (0.839, 0.577, -1.642)  0.31
H (-0.514, -0.204, -1.501)  0.30

Properties
LUMO level: 0.23 eV
Frontier orbital gap: 11.47 eV
Relative energy (zero: lowest compared OMol25 entry of this formula, charge and spin): 173.3 kJ/mol
Largest force on an atom: 2.03 eV/Å
Molecular weight: 108.1 g mol⁻¹
HOMO level: -11.243 eV
Structure (SMILES): O.O.O.O.O.O

Record 7
DFT (ωB97M-V/def2-TZVPD) results for a 6-piece molecular cluster, H12O6 overall at a distorted geometry.

Last column: Mulliken charge in e.
Element x y z (Å)
O (-0.599, -2.172, -0.954)  -0.64
H (-0.772, -1.288, -0.610)  0.39
H (0.109, -2.504, -0.441)  0.28
O (0.858, -0.211, 1.370)  -0.73
H (0.932, -0.179, 2.293)  0.32
H (1.006, -1.100, 1.164)  0.28
O (-3.142, -0.239, 1.655)  -0.64
H (-2.489, 0.252, 1.112)  0.39
H (-2.760, -1.126, 1.650)  0.29
O (0.059, 1.453, -2.709)  -0.60
H (0.827, 0.930, -2.950)  0.31
H (-0.399, 1.414, -3.499)  0.29
O (-1.323, 0.528, -0.309)  -0.73
H (-0.560, 0.448, 0.232)  0.43
H (-1.043, 1.211, -0.964)  0.31
O (3.143, 1.251, 0.998)  -0.64
H (3.835, 0.588, 1.051)  0.30
H (2.319, 0.740, 0.913)  0.41

Properties
LUMO level: -0.15 eV
Frontier orbital gap: 10.58 eV
Relative energy (zero: lowest compared OMol25 entry of this formula, charge and spin): 142.8 kJ/mol
Largest force on an atom: 3.19 eV/Å
Molecular weight: 108.1 g mol⁻¹
HOMO level: -10.728 eV
Structure (SMILES): O.O.O.O.O.O

Record 8
DFT (ωB97M-V/def2-TZVPD) results for a 6-piece molecular cluster, H12O6 overall at a distorted geometry.

Last column: Mulliken charge in e.
Element x y z (Å)
H (-0.732, 0.700, -1.995)  0.26
H (-0.761, -0.504, -1.054)  0.29
H (3.277, 1.126, -0.169)  0.33
H (4.438, 0.443, -0.898)  0.33
H (-4.381, 0.667, 0.810)  0.30
H (-2.976, 0.229, 1.053)  0.32
H (-1.781, 2.591, -2.779)  0.33
H (-1.887, 2.413, -1.217)  0.31
H (-0.259, 0.114, 4.057)  0.32
H (-0.039, -1.150, 3.252)  0.29
H (1.735, -3.589, -1.078)  0.30
H (2.607, -3.148, -0.051)  0.29
O (-0.286, -0.110, -1.729)  -0.58
O (4.177, 0.641, 0.018)  -0.65
O (-3.527, 0.935, 0.528)  -0.61
O (-2.303, 2.865, -1.936)  -0.62
O (0.037, -0.787, 4.094)  -0.61
O (2.661, -3.435, -0.907)  -0.60

Properties
LUMO level: -0.38 eV
Frontier orbital gap: 11.06 eV
Relative energy (zero: lowest compared OMol25 entry of this formula, charge and spin): 252.6 kJ/mol
Largest force on an atom: 3.89 eV/Å
Molecular weight: 108.1 g mol⁻¹
HOMO level: -11.447 eV
Structure (SMILES): O.O.O.O.O.O

Record 9
DFT (ωB97M-V/def2-TZVPD) results for a 4-piece molecular cluster, H13N4 overall at a distorted geometry.

Last column: Mulliken charge in e.
Element x y z (Å)
N (-0.918, 1.924, -0.696)  -0.58
H (-0.311, 2.794, -0.770)  0.37
H (-1.546, 2.141, -1.454)  0.38
H (-0.282, 0.939, -0.870)  0.46
H (-1.316, 1.934, 0.218)  0.40
N (-0.320, 0.862, 1.881)  -0.76
H (0.251, 1.022, 2.636)  0.25
H (0.033, 0.203, 1.201)  0.26
H (-1.063, 0.145, 2.375)  0.29
N (0.038, -2.491, 0.393)  -0.71
H (0.880, -2.259, -0.182)  0.17
H (-0.705, -2.845, -0.346)  0.28
H (0.598, -3.134, 1.081)  0.27
N (0.926, -0.156, -1.306)  -0.86
H (1.400, 0.172, -2.136)  0.27
H (0.628, -1.204, -1.315)  0.20
H (1.707, -0.046, -0.712)  0.31

Properties
LUMO level: -3.24 eV
Total charge: +1
Frontier orbital gap: 10.63 eV
Relative energy (zero: lowest compared OMol25 entry of this formula, charge and spin): 181.4 kJ/mol
Largest force on an atom: 5.99 eV/Å
Molecular weight: 69.1 g mol⁻¹
HOMO level: -13.874 eV

Record 10
DFT (ωB97M-V/def2-TZVPD) results for a 6-piece molecular cluster, H13NO5 overall at a distorted geometry.

Last column: Mulliken charge in e.
Element x y z (Å)
N (0.116, 0.562, -4.792)  -0.67
H (0.344, 1.506, -4.740)  0.22
H (0.876, 0.028, -5.284)  0.24
H (-0.657, 0.510, -5.406)  0.22
H (-1.004, -1.334, -2.671)  0.34
H (-2.181, -1.798, -1.503)  0.33
O (-1.750, -1.950, -2.400)  -0.65
H (0.972, 0.109, 1.970)  0.35
H (1.673, 1.182, 1.057)  0.31
O (1.869, 0.589, 1.882)  -0.67
H (-1.259, 0.672, 0.350)  0.28
H (-0.664, -0.029, -0.854)  0.28
O (-0.585, 0.095, 0.190)  -0.60
H (2.124, -1.089, 3.413)  0.32
H (1.861, -0.196, 4.601)  0.32
O (1.746, -1.089, 4.315)  -0.65
H (-1.679, 1.172, 2.917)  0.27
H (-0.960, 0.317, 3.891)  0.30
O (-0.841, 0.743, 3.064)  -0.54

Properties
LUMO level: 0.26 eV
Frontier orbital gap: 10.99 eV
Relative energy (zero: lowest compared OMol25 entry of this formula, charge and spin): 203.2 kJ/mol
Largest force on an atom: 5.91 eV/Å
Molecular weight: 107.1 g mol⁻¹
HOMO level: -10.729 eV
Structure (SMILES): N.O.O.O.O.O

Record 11
DFT (ωB97M-V/def2-TZVPD) results for a 7-piece molecular cluster, H13O6S overall at a distorted geometry.

Last column: Mulliken charge in e.
Element x y z (Å)
S (1.088, 1.803, 0.467)  -0.83
H (0.891, 2.587, 1.526)  0.02
H (-1.144, 2.764, -0.356)  0.30
H (-2.080, 1.944, 0.494)  0.32
O (-2.057, 2.422, -0.367)  -0.66
H (1.804, -1.996, -0.263)  0.30
H (0.730, -2.399, -1.228)  0.34
O (0.945, -2.473, -0.306)  -0.64
H (-2.518, 0.646, -1.582)  0.37
H (-2.038, -0.496, -0.767)  0.31
O (-2.379, -0.347, -1.636)  -0.67
H (2.598, -0.240, 1.212)  0.30
H (2.004, -0.419, 2.627)  0.31
O (2.514, -0.878, 1.945)  -0.64
H (-0.238, -0.371, -2.831)  0.32
H (0.531, 0.093, -1.567)  0.29
O (0.620, -0.485, -2.403)  -0.66
H (-0.345, 0.052, 1.612)  0.24
H (-0.288, -1.379, 1.350)  0.34
O (-0.639, -0.828, 2.072)  -0.66

Properties
LUMO level: 3.52 eV
Total charge: -1
Frontier orbital gap: 7.96 eV
Relative energy (zero: lowest compared OMol25 entry of this formula, charge and spin): 62.5 kJ/mol
Largest force on an atom: 2.94 eV/Å
Molecular weight: 141.2 g mol⁻¹
HOMO level: -4.433 eV

Record 12
DFT (ωB97M-V/def2-TZVPD) results for H14LiO7 as an isolated structure at a distorted geometry.

Last column: Mulliken charge in e.
Element x y z (Å)
Li (0.551, -0.329, -0.478)  0.87
O (0.224, -2.389, -1.284)  -0.59
H (0.683, -3.188, -0.811)  0.32
H (-0.156, -2.775, -2.062)  0.28
O (-2.992, -0.328, 0.767)  -0.64
H (-3.419, -1.163, 0.706)  0.30
H (-2.065, -0.276, 0.624)  0.44
O (-1.324, 0.796, -0.848)  -0.56
H (-2.109, 0.893, -1.155)  0.22
H (-1.055, 1.769, -0.898)  0.29
O (-0.126, 2.475, 1.891)  -0.59
H (0.324, 1.696, 1.617)  0.30
H (0.485, 2.597, 2.624)  0.33
O (-0.161, -1.141, 1.323)  -0.45
H (-0.614, -1.839, 1.635)  0.23
H (0.026, -0.751, 2.203)  0.25
O (1.587, 1.143, 0.653)  -0.57
H (2.274, 0.703, 1.115)  0.30
H (1.959, 1.882, 0.135)  0.29
O (1.722, 0.128, -2.157)  -0.63
H (2.339, 0.692, -2.769)  0.30
H (1.851, -0.593, -2.841)  0.30

Properties
LUMO level: -3.46 eV
Total charge: +1
Frontier orbital gap: 10.45 eV
Relative energy (zero: lowest compared OMol25 entry of this formula, charge and spin): 213.8 kJ/mol
Largest force on an atom: 9.87 eV/Å
Molecular weight: 133.0 g mol⁻¹
HOMO level: -13.903 eV

Question: Which of these has the highest frontier orbital gap?
Answer: number 3

Question: The highest LUMO level belongs to which entry?
Answer: H13O6S